Entry i
A structure of composition C33H34CoFGeNO3S4, computed with ωB97M-V/def2-TZVPD.

The gap between HOMO and LUMO (spin up / spin down) is 0.216 / 0.220 hartree. The charge is +2. As for the multiplicity: 2. The HOMO energy (spin up / spin down) comes out at -13.35 / -13.35 eV.

Last column: Löwdin spin population.
Geometry (Å):
Ge  -2.221  2.769  -0.661  0.004
Co  -0.477  0.916  0.219  1.062
S  -0.693  0.702  3.731  -0.014
S  2.286  0.143  6.181  -0.001
S  1.185  1.839  1.596  -0.033
S  2.313  -1.231  2.833  -0.002
F  2.969  -4.979  0.513  0.000
O  -1.661  0.679  -3.569  0.004
O  0.174  -0.958  -0.164  0.013
O  -0.937  1.083  -1.511  0.019
N  0.305  -2.881  -3.815  0.000
C  1.818  1.460  4.994  -0.001
C  0.235  -1.498  -1.319  0.002
C  -0.996  4.062  -1.438  0.005
C  0.665  5.791  -1.301  0.000
C  1.610  -3.313  -0.384  0.000
C  -5.238  3.227  2.191  0.000
C  -1.051  -3.339  -5.866  0.000
C  0.541  -5.054  -4.967  0.000
C  -2.505  3.756  2.118  -0.002
C  -3.132  3.121  1.049  -0.005
C  -0.127  4.842  -0.677  0.001
C  -0.337  -0.980  -2.511  0.000
C  1.839  -5.266  -4.204  0.000
C  -0.240  1.144  2.107  -0.045
C  0.984  -3.421  -2.728  0.000
C  3.623  -0.703  5.289  0.000
C  0.938  -2.763  -1.482  0.001
C  -0.137  -1.044  4.187  -0.002
C  -4.493  2.838  1.087  -0.002
C  -1.059  4.214  -2.822  0.001
C  0.273  -3.568  -5.141  0.000
C  -0.286  -1.704  -3.684  0.000
C  2.394  -5.121  -1.765  0.000
C  -0.270  5.173  -3.436  0.001
C  2.320  -4.468  -0.539  0.000
C  1.743  -4.603  -2.860  0.000
C  -1.046  0.330  -2.594  0.000
C  0.592  5.955  -2.679  0.001
C  0.316  1.695  4.928  -0.003
C  -3.258  4.145  3.214  0.000
C  -4.622  3.880  3.250  -0.002
C  0.596  -1.798  3.100  -0.001
C  3.182  -1.811  4.330  0.000
H  1.578  -2.800  0.562  0.000
H  -0.289  -5.528  -4.436  0.000
H  2.973  -6.032  -1.847  0.000
H  -5.208  4.187  4.106  0.000
H  -0.765  -1.274  -4.551  0.000
H  -1.086  -1.524  4.428  0.000
H  1.339  6.402  -0.716  0.000
H  2.238  1.221  4.028  -0.002
H  -0.329  5.305  -4.508  0.000
H  2.665  -4.814  -4.762  0.000
H  0.105  -1.691  2.131  0.000
H  0.461  -0.938  5.090  0.000
H  4.225  0.047  4.778  0.000
H  2.289  2.379  5.345  0.000
H  2.557  -2.545  4.837  0.000
H  -1.444  3.974  2.085  0.000
H  -2.786  4.667  4.036  0.000
H  1.216  6.692  -3.165  0.000
H  -3.269  2.298  -1.664  0.000
H  -1.719  3.590  -3.413  0.000
H  2.065  -6.325  -4.087  0.000
H  -6.299  3.023  2.220  0.000
H  4.079  -2.311  3.962  0.000
H  1.087  -3.138  -5.733  0.000
H  0.611  -5.505  -5.955  0.000
H  0.633  -2.858  3.351  0.000
H  -1.898  -3.481  -5.193  0.000
H  -1.120  -2.350  -6.317  0.000
H  -4.978  2.341  0.255  0.000
H  -0.070  4.719  0.398  0.000
H  4.226  -1.156  6.077  0.000
H  -0.159  1.503  5.892  -0.001
H  0.092  2.722  4.636  0.000
H  -1.133  -4.064  -6.673  0.000

Entry ii
A structure of composition C33H34CoFGeNO3S4, computed with ωB97M-V/def2-TZVPD.

The gap between HOMO and LUMO (spin up / spin down) is 0.284 / 0.286 hartree. The charge is +2. As for the multiplicity: 2. The HOMO energy (spin up / spin down) comes out at -13.69 / -13.69 eV.

Last column: Löwdin spin population.
Geometry (Å):
Ge  0.164  1.939  -1.266  0.001
Co  -0.988  -1.351  -1.366  0.950
S  -2.976  -2.477  -1.349  -0.010
S  0.679  -4.394  -0.536  -0.006
S  -2.858  0.624  -2.738  0.036
S  -0.687  -1.869  -3.560  -0.017
F  -3.419  -0.960  5.013  0.000
O  -1.352  -0.818  0.509  -0.006
O  0.524  -0.056  -1.339  0.003
O  2.644  -0.285  -0.685  -0.001
N  1.749  -0.902  3.188  0.000
C  0.629  2.342  -3.084  0.000
C  0.049  3.408  -5.176  0.000
C  -3.221  -3.081  -3.059  -0.001
C  2.159  2.271  -4.939  0.000
C  1.005  -0.785  0.926  0.000
C  3.232  3.354  1.238  0.000
C  -0.370  -0.830  1.323  0.001
C  1.261  2.997  2.580  0.000
C  0.441  -0.911  3.664  0.000
C  -1.897  -3.206  -3.813  -0.002
C  -0.628  -0.888  2.745  -0.001
C  1.479  -0.411  -0.423  0.001
C  2.567  -0.312  5.424  0.000
C  1.261  3.001  -5.714  0.000
C  2.546  2.932  0.109  0.000
C  3.263  -2.493  4.296  0.000
C  -1.125  -0.941  5.471  0.000
C  0.188  -0.929  5.052  0.000
C  1.314  -0.907  6.048  0.000
C  -1.949  -0.910  3.203  0.000
C  1.849  1.948  -3.628  0.000
C  2.905  -1.025  4.125  0.000
C  -4.407  -0.186  -2.248  0.001
C  -2.604  0.036  -4.439  0.002
C  0.579  2.580  1.450  0.000
C  -1.208  -0.516  -4.640  0.000
C  -2.169  -0.941  4.550  0.000
C  0.016  -3.072  -0.845  0.047
C  -4.241  -1.202  -1.133  0.002
C  1.992  -0.834  1.891  0.000
C  1.218  2.530  0.208  0.000
C  -0.262  3.083  -3.861  0.000
C  2.593  3.384  2.471  0.000
H  -3.681  -4.066  -2.993  0.000
H  -2.742  0.873  -5.123  0.001
H  3.573  -2.931  3.347  0.000
H  1.514  3.257  -6.734  0.000
H  4.091  -2.590  4.997  0.000
H  3.032  -0.775  1.595  0.000
H  2.423  -3.073  4.678  0.000
H  3.053  2.899  -0.848  0.000
H  1.508  -1.921  6.404  0.000
H  0.754  3.048  3.535  0.000
H  -2.772  -0.901  2.504  0.000
H  -3.925  -2.428  -3.566  0.000
H  1.008  -0.331  6.922  0.000
H  -1.308  1.875  -0.921  0.000
H  -0.464  2.287  1.538  0.000
H  -1.071  -0.862  -5.667  -0.001
H  2.546  1.360  -3.038  0.000
H  3.128  3.731  3.345  0.000
H  3.724  -0.501  3.633  0.000
H  -3.366  -0.701  -4.683  0.000
H  3.105  1.960  -5.361  0.000
H  -4.871  -0.619  -3.133  0.000
H  -3.919  -0.714  -0.210  0.000
H  -5.189  -1.701  -0.926  0.000
H  3.417  -0.398  6.100  0.000
H  -2.068  -3.322  -4.883  0.000
H  -0.452  0.251  -4.456  0.000
H  4.263  3.669  1.157  0.000
H  -5.089  0.588  -1.897  0.000
H  2.417  0.751  5.222  0.000
H  -1.213  3.403  -3.449  0.000
H  -0.644  3.987  -5.771  0.000
H  -1.365  -4.101  -3.487  0.000
H  -1.365  -0.944  6.527  0.000

Most stable one: entry ii, least stable one: entry i.

Entry i
The ion C4H9O with charge -1, computed with ωB97M-V/def2-TZVPD.

The gap between HOMO and LUMO is 0.229 hartree. The charge is -1. The HOMO energy comes out at -1.95 eV.

Last column: Löwdin charge in e.
Geometry (Å):
O  -0.379  -0.314  2.852  -0.391
C  -0.240  -0.560  1.558  -0.528
C  -0.820  0.328  -1.312  -0.152
C  0.635  -0.017  -0.873  -0.315
C  0.806  0.462  0.621  -0.177
H  -0.769  1.375  -1.675  0.067
H  0.887  -1.072  -0.873  0.074
H  -1.567  -0.018  -0.604  0.032
H  -1.305  -0.533  1.164  0.060
H  1.237  0.555  -1.607  0.077
H  1.821  0.166  0.944  0.070
H  0.162  -1.564  1.331  0.058
H  0.592  1.545  0.630  0.075
H  -1.060  -0.355  -2.155  0.053

Entry ii
A cluster of 2 separate species, C4H9O in total, computed with ωB97M-V/def2-TZVPD.

The gap between HOMO and LUMO is 0.209 hartree. The charge is -1. The HOMO energy comes out at -1.84 eV.

Last column: Löwdin charge in e.
Geometry (Å):
O  -0.559  2.252  0.825  -0.500
C  0.560  -0.517  -0.091  -0.157
C  1.649  -1.966  -1.704  -0.064
C  -1.643  1.955  1.651  -0.475
C  0.524  -1.227  -1.449  -0.222
H  -1.494  1.022  2.147  -0.005
H  -0.428  -0.537  0.460  0.064
H  1.377  -0.904  0.676  0.100
H  -1.742  2.746  2.503  0.030
H  -2.613  2.077  1.069  0.029
H  2.542  -1.801  -1.138  0.030
H  -0.442  -1.165  -1.848  0.067
H  0.626  0.572  -0.435  0.074
H  1.642  -2.507  -2.667  0.029

Entry iii
The ion C4H9O with charge -1, computed with ωB97M-V/def2-TZVPD.

The gap between HOMO and LUMO is 0.228 hartree. The charge is -1. The HOMO energy comes out at -1.99 eV.

Last column: Löwdin charge in e.
Geometry (Å):
O  0.928  -1.239  -1.858  -0.380
C  0.095  -0.464  -1.157  -0.591
C  -0.383  1.107  0.753  -0.261
C  0.766  0.303  0.015  -0.227
C  -1.054  0.177  1.829  -0.144
H  -0.140  1.994  1.334  0.076
H  -2.114  0.458  1.802  0.049
H  -0.536  0.229  -1.832  0.084
H  1.607  0.968  -0.165  0.077
H  -1.119  1.237  -0.046  0.071
H  -0.680  0.417  2.805  0.042
H  -1.087  -0.856  1.492  0.053
H  -0.708  -1.037  -0.634  0.068
H  1.214  -0.431  0.685  0.084

Entry iv
A cluster of 2 separate species, C4H9O in total, computed with ωB97M-V/def2-TZVPD.

The gap between HOMO and LUMO is 0.219 hartree. The charge is -1. The HOMO energy comes out at -2.09 eV.

Last column: Löwdin charge in e.
Geometry (Å):
O  0.892  -1.620  1.444  -0.417
C  1.658  -1.094  2.395  -0.548
C  -0.936  0.069  -0.255  -0.104
C  -0.627  0.948  -1.456  -0.254
C  -1.284  0.980  -2.609  -0.077
H  1.316  -0.228  3.044  0.014
H  1.986  -1.848  3.191  0.025
H  0.164  1.687  -1.395  0.085
H  -1.617  -0.754  -0.459  0.073
H  0.090  -0.291  -0.106  0.047
H  2.622  -0.614  2.048  0.017
H  -1.164  0.737  0.577  0.073
H  -2.012  0.285  -3.035  0.036
H  -1.089  1.742  -3.384  0.030

Most stable one: entry iii, least stable one: entry ii.